Entry 1:
C27H43FNO11 | the ωB97M-V functional and the def2-TZVPD basis

Calculated values
- orbital gap (eV) = 9.379
- molecular weight (g mol⁻¹) = 576.6
- maximum force (eV/Å) = 0.6
- LUMO energy (eV) = -2.9116

```
! RIJCOSX wB97M-V def2-TZVPD def2/J DEFGRID3
* xyz 1 1
C 0.30530 -0.74904 3.24324
O 3.33924 4.30051 2.77770
C -4.32966 -1.60803 1.50563
C -2.12089 -2.25367 -2.50863
C -2.66509 2.81986 3.46250
H 3.39820 -3.25262 -3.76919
C -3.56493 1.77739 -5.49610
N 1.19342 -0.61632 -1.79408
C -3.07333 1.54542 -4.07616
H -2.42884 -3.07347 -1.85940
O 0.02131 3.38604 5.46998
H -4.57743 -2.61122 1.84534
H -0.19153 0.21774 3.29800
H 1.98392 -4.74182 -4.50722
H 1.56570 -2.02209 -3.94001
H 2.93919 -1.99617 -0.02672
H -3.66873 4.26266 4.75331
O -1.30046 3.21210 3.65416
C 4.02831 3.32749 2.15378
O -2.20778 3.14488 5.68315
C -1.05725 3.26368 4.99114
O -2.37435 0.29822 -4.20852
H -5.03432 -1.29756 0.73549
H -0.38859 -1.46941 2.79479
H 1.52513 1.38375 0.85474
H -3.48446 -0.69108 -0.87153
H -2.36727 2.30908 -3.74690
H -2.54692 -2.51401 0.72098
H -3.08461 3.32214 2.59486
H 4.04396 0.19277 -0.10410
H 1.91555 -5.41880 -2.90053
F -4.50271 -0.74295 2.59058
O 3.05198 -3.74899 -3.02377
C 2.52511 -0.48784 -2.41140
C -3.30939 3.23309 4.77260
C 0.95130 0.08125 -0.65226
H -1.80576 -2.67630 -3.45420
H 4.19854 2.22233 5.07983
H 3.13688 -1.35303 -2.17814
C 0.58897 -2.26253 -3.55772
O -1.25506 -0.70000 -5.87479
C 3.06830 -1.39764 0.87629
C 3.21230 3.95720 4.16743
H -2.99378 -1.63910 -2.70325
H 3.53609 0.58736 1.50504
H -0.19024 -4.28190 -3.71938
H -4.11148 2.57491 5.09299
C -1.33956 -0.63779 -0.75024
C -2.00097 0.14883 -5.50408
H 0.34371 -3.88425 -2.10768
H -2.70249 1.73859 3.30904
O 1.46996 -0.57610 2.47246
O -2.57746 1.08327 -6.27281
C 2.01095 0.86907 0.03231
H 2.41673 -0.37461 -3.48157
O 4.13855 3.22396 0.97213
C 0.23445 -1.40294 -2.37987
H -0.51530 0.65460 0.73867
H -4.53669 1.31915 -5.68157
H 3.26042 4.85510 4.77561
O 4.55348 2.46423 3.04955
H -3.87405 1.45037 -3.34736
C -2.88816 -1.52667 1.02940
C 4.38829 3.01730 4.36511
H -2.81451 0.47982 0.23746
H 4.01686 -1.71340 1.30739
H 2.35682 -2.43809 2.62545
H -2.29704 -1.18295 1.87721
C -0.31646 0.07075 -0.14850
H 2.38151 1.64949 -0.63461
C -2.70034 -0.53996 -0.13275
C 1.95387 -1.75399 1.87159
H -3.59500 2.82287 -5.78648
H 2.99686 0.41080 -2.04277
H 1.13574 -2.29638 1.38145
H 0.53625 -1.10342 4.24956
H -0.14614 -2.07548 -4.33591
C 0.59067 -3.76493 -3.16226
C -1.05056 -1.42358 -1.86560
C 1.90732 -4.48044 -3.45123
H 5.30450 3.54259 4.63648
C 3.21371 0.09428 0.59473
H 2.25027 3.46563 4.32014
*
```



Entry 2:
C27H43N3O2Zr | the ωB97M-V functional and the def2-TZVPD basis

Calculated values
- orbital gap (eV) = 7.077
- molecular weight (g mol⁻¹) = 532.9
- maximum force (eV/Å) = 1.0
- LUMO energy (eV) = -6.8608

```
! RIJCOSX wB97M-V def2-TZVPD def2/J DEFGRID3
* xyz 2 1
H 1.18918 -2.62550 1.34621
N 1.18947 -0.82586 0.30468
H -0.65673 4.79468 -1.62559
C -3.62931 0.47694 -1.11041
C -3.94436 -0.99253 -0.85753
H 1.71199 0.33338 3.14824
C 0.25194 4.20525 -1.73099
H -3.13463 -1.67191 -2.77443
H 3.29835 -4.33860 0.26200
C -0.79797 -2.05855 0.71377
H -3.71103 1.64383 3.70837
H 0.66405 -2.41845 -1.60811
H -1.91912 1.07351 5.10138
H 2.25511 3.70142 1.43792
H 6.44603 -0.47658 0.37771
H -4.31935 -2.77415 -2.06491
C 3.21280 0.40517 0.86078
C 2.40741 1.53672 1.47670
C 2.98818 2.92751 1.21029
H 0.87723 4.36090 -0.85185
H 5.36660 -2.33911 -0.79917
H -3.21099 2.17505 2.08002
H 5.08666 1.32016 1.36006
H -1.28046 -3.99375 1.64943
C 0.58493 -1.88229 0.83118
C 2.62447 -0.72100 0.26835
C -0.06985 2.74378 -1.92686
H 1.62123 2.02036 -3.04987
C 4.75597 -1.59027 -0.31215
H 3.84633 3.10576 1.85940
H 1.55959 -4.11016 0.03088
H -0.61220 2.92998 -3.99214
C 2.80093 -2.83361 -1.24233
H 3.62078 -3.05388 -1.93130
C -1.61275 -3.12526 1.10317
H -6.06457 -0.65746 -0.69286
H 1.52490 2.09778 3.38659
C -3.16533 1.36654 2.81025
H -3.48574 1.03420 -0.17500
H -1.98641 2.98200 -2.88382
C 2.52586 -4.13037 -0.47824
H 1.78416 -1.47437 -2.61482
N -1.29900 0.94054 4.31648
H 0.79698 4.57726 -2.59945
C 3.36718 -1.70446 -0.38735
C 5.36783 -0.53616 0.33823
N -1.58836 -1.13267 -0.02428
H -5.55313 -2.14544 0.08544
H 1.94994 2.14583 -1.31225
H -4.85364 -1.26024 -2.79718
H 1.51394 -3.17755 -2.93276
H -2.75140 0.62387 -1.74351
C -4.06404 -1.72523 -2.20672
H -3.63053 0.47967 2.37371
O -0.91167 0.90965 2.13044
C -2.88345 -2.87490 0.60232
H -3.74408 -3.51405 0.69729
O -0.74765 2.24539 -0.70527
C 4.59917 0.47397 0.89720
H -0.32197 0.74406 4.48671
C -1.73838 1.06080 3.08882
C 1.19034 1.89692 -2.05445
C -1.02551 2.50620 -3.07619
H 0.99469 0.80694 -2.00235
H 3.32393 3.04840 0.18172
C 1.62195 -2.44263 -2.13489
H 3.11617 1.33737 3.48205
C -5.27050 -1.11069 -0.09907
H -4.45965 0.95998 -1.62725
H 1.41937 1.58663 0.95221
C 2.15656 1.31515 2.96343
Zr -0.38532 0.60449 0.14872
H -1.19614 1.44205 -3.25915
H -5.23706 -0.59317 0.86140
H 2.48975 -4.97453 -1.16620
C -2.83967 -1.65474 -0.08289
*
```



Entry 3:
C27H43NO11S3 | the ωB97M-V functional and the def2-TZVPD basis

Calculated values
- orbital gap (eV) = 3.821
- molecular weight (g mol⁻¹) = 653.8
- maximum force (eV/Å) = 2.8
- LUMO energy (eV) = 3.4500

```
! RIJCOSX wB97M-V def2-TZVPD def2/J DEFGRID3
* xyz -2 1
C 2.97214 -0.71322 -1.84099
H 3.07036 0.25798 1.29811
C -0.46130 1.99354 -0.28114
C 0.38149 4.31730 4.58236
H 6.39887 0.37990 2.47850
C 0.58267 3.95711 3.21936
H -3.19564 -2.79078 -6.05046
C 0.55610 5.07672 2.15076
C 0.23762 6.33520 2.62306
H -0.62167 1.93376 -1.35794
H -4.61365 -4.29305 -3.42787
C 2.91411 -3.25230 2.05427
H -0.71035 0.13971 -2.54192
H -2.79224 -3.66146 -1.25543
O -0.10070 5.90354 6.26689
H -3.04374 -2.87489 0.88582
C -4.28213 -3.26515 -3.57150
H -1.28289 -1.91118 0.11018
S 3.72165 -0.10760 -3.15275
C -3.82103 -3.35224 -1.09018
H -4.95600 -2.74011 -4.24777
N 2.51320 -0.00803 -0.74023
H 1.96330 -2.95263 2.48136
H 0.18928 7.16865 1.92681
H 7.13735 -0.89649 1.56234
C -1.35143 1.03878 0.54160
H -5.06098 -1.28260 1.38813
H 1.39589 2.82160 0.32601
O -2.79195 0.66552 -1.42698
H 0.92663 -3.27501 -0.37050
C -3.41910 -0.20177 0.67395
H 6.73580 1.34141 0.40364
C 1.91590 1.30074 -1.06682
C -4.31201 -2.50209 -2.24653
C 1.02571 1.82553 0.08784
C -2.78402 -2.34748 -5.13821
H -0.24685 -0.66888 -0.50791
H 2.22417 -4.74969 0.73044
H -1.72116 -2.19551 -5.28284
S 2.69177 -2.45864 -1.80166
O 0.81550 4.74248 0.96194
C 6.23941 -0.28636 1.63668
H 3.96521 -0.92950 0.38984
O -5.13398 0.93111 -1.85134
H 6.43479 -0.07729 -0.52889
C 0.07645 5.58628 5.07362
H 3.34517 -4.00139 2.71502
C -1.24344 -1.09454 -0.59956
H -4.39253 -4.27982 -1.12267
C -0.05570 6.68912 3.98898
H 2.63052 2.05412 -1.39068
C 1.89615 -2.81331 -0.21921
C 2.73970 -3.79519 0.63477
H -3.26430 -1.38819 -4.94380
H 4.54248 1.86747 0.81526
O -0.51553 -0.78818 -2.76525
H -5.33995 -2.20133 -2.03937
O 0.77675 2.76578 2.89766
O -4.19682 1.02651 0.46069
O -4.02459 2.89683 -1.19073
C -4.47144 -1.31570 0.47417
H 3.69934 -4.00633 0.17436
H -0.71933 3.00555 0.01346
H 0.47753 3.48758 5.27894
O -1.32712 -1.57813 -1.92337
C 3.51804 0.06195 0.32802
H 3.62382 -2.43142 2.01873
H -3.05657 -0.13025 1.68953
O -0.39545 7.84152 4.27272
H -0.76723 0.42443 1.21965
H -4.68006 -3.38997 0.87305
H -5.14006 -0.99172 -0.31301
H -3.75546 -1.58494 -2.39794
O -2.95791 -3.26231 -4.07696
S -4.10755 1.50018 -1.04204
C 6.06827 0.48307 0.32671
H 1.26739 1.13152 -1.91835
H 1.74427 -1.91571 0.36860
H 1.16464 1.23509 0.98382
H -1.97649 1.64907 1.18718
H 4.64168 1.52903 -0.87864
C -2.23214 0.03769 -0.28264
C -3.97477 -2.76093 0.33763
C 4.67038 1.05892 0.09798
H 5.40578 -0.93898 1.87363
*
```



Entry 4:
C27H44Br2I2NO10 | the ωB97M-V functional and the def2-TZVPD basis

Calculated values
- orbital gap (spin up / spin down) (eV) = 7.418 / 7.278
- molecular weight (g mol⁻¹) = 956.3
- maximum force (eV/Å) = 8.5
- LUMO energy (spin up / spin down) (eV) = 0.2717 / 0.1319

```
! RIJCOSX wB97M-V def2-TZVPD def2/J DEFGRID3
* xyz 0 2
C 5.80778 2.15373 -3.88162
H -5.40581 0.63288 -0.95001
H 5.59930 0.37942 -5.08326
H 1.06307 4.24985 7.35492
H -2.01241 -0.38063 -3.16429
H 6.39898 1.72801 -5.91842
O 5.86125 2.27202 -0.49196
O -1.65714 2.80481 6.41479
C -3.77232 -0.44690 0.31250
H -0.05795 -5.55786 -6.32874
I 1.42658 2.83950 -1.83879
C 1.40154 -1.63010 1.94376
C 1.93544 2.83734 1.18519
H -0.52781 -1.56865 -2.98783
C -0.92167 3.38776 7.48613
C -2.84897 0.84269 0.61598
H 7.80819 2.99258 -3.66100
O 5.74099 1.49206 -2.62277
H 7.26283 0.77345 -4.69096
H 1.80637 2.51570 2.28320
C -0.56486 2.02811 0.43533
N -3.36554 -0.96958 -1.02434
H 1.99294 -1.24020 2.84868
H -2.49207 -5.50151 -4.46015
H -2.92478 -1.82128 2.01372
O 6.45731 3.59125 -2.24192
H -0.28944 -5.47973 -3.26203
H 4.80387 2.52072 -4.12550
H -2.31427 -2.20212 -3.24870
C 6.00435 2.43693 -1.67330
H -0.58666 0.38547 -1.40043
C -1.93954 -5.87373 -5.32827
C 0.15493 4.13793 6.75875
C 6.29722 1.21190 -4.96076
C -0.84424 -0.35322 -0.53158
C -0.78355 2.65802 5.37802
H 0.85298 -6.40831 -4.26427
H -2.57595 -3.36228 -0.08391
H 1.47695 0.88538 0.19639
C 6.75414 3.28159 -3.59595
Br -0.31089 -1.92398 4.25545
H -2.29760 5.03968 7.72100
O -0.66450 -3.81994 -5.43102
H -0.16408 5.12375 6.40503
H -2.61091 3.68336 8.78802
H 1.69559 -2.75045 1.80824
C -0.17603 -1.44538 2.28355
C -0.71116 0.08396 2.17494
H 0.20016 0.74557 2.48973
H -4.59845 -1.05757 2.30029
H -0.50686 2.57538 8.09430
H -3.27077 1.53554 1.45265
C 0.27970 -5.48124 -4.19738
C -1.81133 4.27322 8.33205
C -5.29161 0.15542 0.10366
H 3.03771 2.56406 0.90875
H -1.86809 -6.96196 -5.26130
H 0.13891 -0.96346 -0.38545
H 1.83925 3.96445 0.99980
C -0.56741 -5.24000 -5.41142
I -1.03420 3.55577 1.91695
O 0.78943 -2.18636 -4.80356
H -0.66834 -3.06288 -0.18917
C -1.26261 0.55240 0.73483
H -0.82056 -2.23353 1.76162
O 0.39014 3.31048 5.62764
O 1.14154 -4.35125 -4.19943
C -1.70860 -2.93694 -0.70119
C 1.02790 1.93856 0.15109
H -2.53155 -5.61459 -6.21001
O -4.20047 -1.89624 -1.45398
H 1.75279 -1.07059 1.00550
H -1.24108 4.76301 9.12492
H -1.03438 2.41088 -0.56172
H -4.43227 -2.50388 1.15143
H -5.46613 0.93221 0.93529
H -2.96121 1.50147 -0.34686
H -1.64273 -3.60435 -1.65639
O -1.02050 2.03498 4.36987
C 0.45428 -3.34467 -4.81223
C -1.93363 -1.36211 -1.13033
C -3.90013 -1.52452 1.49074
Br -1.98202 0.31487 3.72753
H 6.58128 4.14646 -4.23994
C -1.63950 -1.39039 -2.75524
H -6.02116 -0.72226 0.22515
*
```



Entry 5:
C27H44BrGe2N4V | the ωB97M-V functional and the def2-TZVPD basis

Calculated values
- orbital gap (spin up / spin down) (eV) = 7.122 / 7.315
- molecular weight (g mol⁻¹) = 700.7
- maximum force (eV/Å) = 0.2
- energy relative to the best compared isomer or geometry (same formula, charge and spin) (eV) = 0.058
- LUMO energy (spin up / spin down) (eV) = -6.2105 / -5.4638

```
! RIJCOSX wB97M-V def2-TZVPD def2/J DEFGRID3
* xyz 2 3
C 0.06529 4.61431 1.34614
H -0.98416 1.08699 5.04553
N 2.92945 0.64744 2.12808
C 0.75602 2.20086 -3.33599
H -0.41551 2.31901 3.92651
H -2.01498 -0.16688 3.15178
H -0.89693 -5.34653 1.37593
H 0.28455 2.72798 -1.29953
H 0.38438 -5.11521 0.19942
H 1.82830 2.02960 -3.21821
C 3.39831 2.01758 1.79044
H -1.58239 -3.06389 -2.13878
H -2.40982 -2.69018 2.40841
H -3.78427 -0.43556 -5.35310
H -2.56372 -5.66354 -0.55603
H 0.29433 -0.78646 -6.59578
H 1.81020 0.78083 5.35119
H -0.81547 5.23557 1.25594
H -1.89983 0.56910 1.03916
H 3.43234 4.79129 1.70778
H -1.22835 -5.48705 -1.69485
H 1.79323 2.06745 4.15439
C -0.04392 3.23669 1.36041
C 2.28108 -0.05768 -0.95074
H 0.62713 3.23278 -3.66469
H -2.14176 3.05709 1.74951
C -2.73979 -0.58678 -5.11525
C 1.32927 5.17984 1.45237
H -2.08719 -0.42279 -7.15147
C -0.68745 -4.99435 0.36408
C -0.66651 1.26009 4.01509
C -1.01293 -0.99092 -3.47559
C -0.00486 1.96385 -2.02754
N 1.04205 2.46157 1.47184
H -4.75306 -2.89143 1.45310
C -0.63478 -1.23913 -2.05376
H 1.44290 6.25562 1.43741
H 2.93048 -0.73458 3.69789
C -1.48713 -5.78543 -0.67873
C -1.76839 0.89159 3.04645
H -1.08007 2.07548 -2.19218
C -2.35586 -0.80014 -3.79894
Ge 0.30237 0.23334 -1.13685
H 3.89639 0.70074 4.03545
H 3.56470 -0.00128 1.67509
C -1.78817 -0.57870 -6.12393
C -0.06282 -0.96982 -4.49378
C -3.88274 -3.25164 0.90570
Ge -1.07498 -3.09331 0.31206
C 2.96486 0.35085 3.58467
V 0.82121 0.38468 1.45991
Br 0.81180 -2.23676 1.65318
H -1.63432 2.52645 0.15387
C -1.36041 2.51462 1.21064
H 2.76031 0.92021 -0.85517
H -3.80053 -4.32213 1.09303
C 2.84818 -0.80480 -2.17058
C -0.45049 -0.77813 -5.81102
N 0.53185 0.47892 3.66131
H 2.52783 -0.65587 -0.06831
C 2.26041 2.99547 1.61702
H 0.39045 -0.48400 3.96180
H 3.91371 -0.99748 -2.03912
H 0.39761 1.55092 -4.12996
C -1.05679 -2.36940 -1.47672
H -1.26888 -6.84856 -0.58705
H -2.74226 -1.43186 1.21236
H 0.98261 -1.12877 -4.26523
C -2.61687 -2.50852 1.35197
C 1.77503 0.98281 4.27845
N -1.29811 1.10096 1.65665
H -2.67464 1.46635 3.25274
H -3.10053 -0.81592 -3.01175
H 4.08509 2.38816 2.55587
H -4.08313 -3.11075 -0.15794
C 2.44368 4.36634 1.59883
H 3.96794 1.96956 0.86078
H 2.35296 -1.76619 -2.31052
H 2.72647 -0.22060 -3.08109
*
```